P.
ORCA calculation (ωB97M-V/def2-TZVPD) on CH4N2O2 in the gas phase.

Calculated values
E_HOMO (hartree): -0.3525
Net charge: 0
Kohn-Sham gap (Eh): 0.38647

```
9
CH4N2O2 | the OMol25 dataset | ωB97M-V/def2-TZVPD
N -0.3114 1.3494 -0.8482
O 0.3772 0.9556 0.3088
N 0.9309 -0.3037 0.1697
C 0.0215 -1.3789 0.7621
O -0.3953 -1.0713 1.8368
H -1.3417 1.0980 -0.7531
H -0.0604 2.3694 -0.9914
H 1.0796 -0.4629 -0.7775
H -0.3004 -2.5557 0.2928
```

natural (NBO) population analysis, charges in e, atoms 1 to 2: atom 1 (N): -0.5796, atom 2 (O): -0.2465

Q.
ORCA calculation (ωB97M-V/def2-TZVPD) on CH4N2O2 in the gas phase.

Calculated values
E_HOMO (spin up / spin down) (hartree): -0.3875 / -0.3875
Net charge: 0
Kohn-Sham gap (spin up / spin down) (Eh): 0.39878 / 0.39874

```
9
CH4N2O2 | the OMol25 dataset | ωB97M-V/def2-TZVPD
H -1.7908 -1.7047 0.1507
N -2.0665 -0.7899 0.0139
N -1.0859 -0.0576 -0.0804
O -1.1726 1.3276 -0.0878
O 0.2763 -0.5643 -0.1839
C 1.3547 0.3230 -0.0385
H 1.6406 -0.0376 0.9933
H 0.7963 1.3013 0.1175
H 2.0478 0.2025 -0.8847
```

natural (NBO) population analysis, charges in e, atoms 1 to 2: atom 1 (H): 0.3454, atom 2 (N): -0.3377

R.
ORCA calculation (ωB97M-V/def2-TZVPD) on CH4N2O2 in the gas phase.

Calculated values
E_HOMO (hartree): -0.3306
Net charge: 0
Kohn-Sham gap (Eh): 0.35137

```
9
CH4N2O2 | the OMol25 dataset | ωB97M-V/def2-TZVPD
O 1.5535 -0.0151 0.7463
N 0.5616 -0.9712 0.9635
C -0.5458 -0.4247 0.4074
N -0.5639 0.7418 -0.3041
O -1.0311 0.4701 -1.6224
H 2.1396 -0.4520 1.2879
H -1.4872 -1.0631 0.6448
H 0.4830 1.0606 -0.1298
H -2.0236 0.9683 -1.8543
```

natural (NBO) population analysis, charges in e, atoms 1 to 2: atom 1 (O): -0.6092, atom 2 (N): -0.1883

On energetic grounds, P is preferred over the next structure by 0.0161 hartree.

P.
ORCA calculation (ωB97M-V/def2-TZVPD) on C6H8O3 in the gas phase.

Calculated values
E_HOMO (hartree): -0.3157
Net charge: 0
Kohn-Sham gap (Eh): 0.30766

```
17
C6H8O3 | the OMol25 dataset | ωB97M-V/def2-TZVPD
C -0.2548 2.2053 0.5597
C 0.5127 1.2705 -0.3366
O 0.6660 1.4502 -1.5257
C 1.5314 0.2330 0.5361
O 2.5070 0.7781 0.9995
C 0.9302 -1.0290 0.7820
C -0.2864 -1.2577 0.1645
C -0.5528 -1.2683 -1.3119
O -1.1896 -1.9657 0.9148
H -0.0355 2.0885 1.6220
H 0.0152 3.2316 0.2981
H -1.3268 2.0702 0.4023
H 1.2753 -1.6210 1.6248
H -1.4072 -0.6313 -1.5572
H -0.7916 -2.2891 -1.6325
H 0.3122 -0.9567 -1.8951
H -1.9055 -2.3086 0.3550
```

natural (NBO) population analysis, charges in e, atoms 1 to 2: atom 1 (C): -0.7379, atom 2 (C): 0.5115

Q.
ORCA calculation (ωB97M-V/def2-TZVPD) on C6H8O3 in the gas phase.

Calculated values
E_HOMO (spin up / spin down) (hartree): -0.3165 / -0.3166
Net charge: 0
Kohn-Sham gap (spin up / spin down) (Eh): 0.26735 / 0.26740

```
17
C6H8O3 | the OMol25 dataset | ωB97M-V/def2-TZVPD
C -0.3639 -2.5611 0.0887
C -0.0771 -0.3456 -0.6909
C 0.9170 0.6576 -1.0800
O 0.5407 -1.5354 -0.3161
H -0.9115 -0.4724 -1.3908
H -1.0469 -2.8174 -0.7315
H 0.2518 -3.4280 0.3216
H -0.9350 -2.2637 0.9684
H 0.6077 1.3905 -1.8145
H 1.9562 0.3541 -1.0315
C -0.6450 0.5484 0.5772
O -1.6940 1.2917 -0.0172
C 0.7261 1.6480 0.4713
C 1.4217 2.5299 0.9341
O -0.7807 0.0226 1.6870
H -2.1195 1.7793 0.7031
H 2.1525 3.2014 1.3211
```

natural (NBO) population analysis, charges in e, atoms 1 to 2: atom 1 (C): -0.2535, atom 2 (C): -0.0401

On energetic grounds, P is preferred over the next structure by 0.1460 hartree.

P.
ORCA calculation (ωB97M-V/def2-TZVPD) on a gas-phase ion, H3IO3P (charge +1).

Calculated values
E_HOMO (hartree): -0.5634
Net charge: +1
Kohn-Sham gap (Eh): 0.38440

```
8
H3IO3P | the OMol25 dataset | ωB97M-V/def2-TZVPD
O -0.1538 -1.2143 -1.0185
O -0.3412 -0.4307 1.3818
O -0.6092 1.2722 -0.3993
P 0.2095 -0.1486 -0.0130
I 2.5579 0.1804 -0.0264
H -1.0008 -1.7118 -1.0379
H -0.3022 0.1528 2.1388
H -0.3602 1.9002 -1.0255
```

natural (NBO) population analysis, charges in e, atoms 1 to 2: atom 1 (O): -0.9785, atom 2 (O): -0.9805

Q.
ORCA calculation (ωB97M-V/def2-TZVPD) on 2 unconnected molecules or ions with the total composition H3IO3P.

Calculated values
E_HOMO (hartree): -0.5852
Net charge: +1
Kohn-Sham gap (Eh): 0.33956

```
8
H3IO3P | the OMol25 dataset | ωB97M-V/def2-TZVPD
O 2.0367 0.3381 2.4591
O 0.3405 -0.0931 0.6058
O -1.6361 -1.1178 -1.1427
P 1.4909 0.7286 1.2046
I 2.3461 2.5241 -0.1399
H -1.7658 -0.9476 -2.0807
H -0.2984 -0.2876 -0.1475
H -2.5140 -1.1447 -0.7586
```

natural (NBO) population analysis, charges in e, atoms 1 to 2: atom 1 (O): -0.8689, atom 2 (O): -1.0004

On energetic grounds, P is preferred over the next structure by 0.0714 hartree.